Run i
The following is a DFT calculation (ωB97M-V with the def2-TZVPD basis set) of C22H20FeIN4OS as an isolated structure.

Computed properties:
- HOMO (spin up / spin down): -0.4940 / -0.5345 hartree
- LUMO energy (spin up / spin down): -0.283 / -0.272 Eh
- Spin multiplicity: 6
- Charge: +2
- ⟨S²⟩: 9.204

Each line ends with the Mulliken charge.
Element x y z (Å)
Fe: 0.00783 0.22346 0.25401  0.324
S: -0.18802 4.19828 2.40429  -0.198
C: -1.80885 3.72569 2.21916  -0.499
C: -1.95183 2.54312 1.55011  -0.732
C: -0.69477 2.01647 1.16995  0.369
C: 0.35054 2.81787 1.55233  0.358
C: 1.70824 2.44354 1.24672  1.787
C: 2.83104 3.17450 1.70919  -0.943
C: 4.11048 2.63569 1.53102  -0.675
C: 4.24749 1.49174 0.80783  -0.811
C: 3.08506 0.86375 0.12305  0.276
N: 1.77850 1.33136 0.55362  -0.214
H: -2.59595 4.34894 2.61364  0.499
H: -2.92392 2.11679 1.35976  0.284
H: 2.67313 4.09578 2.25061  0.387
H: 4.97408 3.12115 1.96391  0.475
H: 5.22397 1.06647 0.62041  0.544
H: 3.19195 1.09761 -0.95184  0.228
C: -1.20627 -4.07419 -0.37535  -1.249
C: -0.55817 -2.89059 -1.01882  0.553
O: -0.66750 -1.74386 -0.55975  -0.357
N: 0.16814 -3.07429 -2.12353  -0.108
C: 0.91522 -1.95275 -2.67306  -1.279
C: 2.08830 -1.62388 -1.77206  0.924
C: 3.36351 -2.10235 -2.17844  -0.893
C: 4.46366 -1.99394 -1.31460  -0.520
C: 4.30575 -1.34620 -0.13481  -1.024
C: 3.01826 -0.68062 0.19844  -0.013
N: 1.87604 -0.98646 -0.65476  0.265
H: -2.20296 -3.79892 -0.03713  0.300
H: -0.61737 -4.35654 0.49898  0.286
H: -1.26957 -4.93085 -1.04275  0.419
H: 0.25040 -3.99079 -2.53342  0.275
H: 0.25008 -1.09601 -2.78469  0.068
H: 1.27486 -2.23570 -3.65877  0.615
H: 3.45679 -2.59144 -3.13713  0.429
H: 5.40854 -2.44993 -1.57718  0.473
H: 5.10482 -1.30169 0.59288  0.671
H: 2.74530 -0.92162 1.23442  0.163
I: -1.40005 -1.06799 2.58194  0.223
C: -2.66836 -0.46874 1.04182  0.212
C: -4.02399 -0.72542 1.03681  -0.608
C: -4.76653 -0.26422 -0.04342  -0.253
C: -4.13358 0.43133 -1.06318  -0.964
C: -2.77149 0.64814 -0.97327  -0.542
N: -2.05937 0.19886 0.06238  0.493
H: -4.48669 -1.26345 1.85159  0.529
H: -5.83284 -0.44257 -0.07975  0.490
H: -4.68255 0.80980 -1.91305  0.482
H: -2.23153 1.20176 -1.73025  0.482

=====

Run ii
The following is a DFT calculation (ωB97M-V with the def2-TZVPD basis set) of C22H20FeIN4OS as an isolated structure.

Computed properties:
- HOMO (spin up / spin down): -0.5075 / -0.5063 hartree
- LUMO energy (spin up / spin down): -0.203 / -0.266 Eh
- Spin multiplicity: 6
- Charge: +2
- ⟨S²⟩: 8.760

Each line ends with the Mulliken charge.
Element x y z (Å)
Fe: 0.41669 0.14275 0.27409  0.197
S: -0.45195 -1.63709 4.27294  -0.163
C: 0.50333 -0.26095 4.59175  -0.614
C: 0.90798 0.36963 3.45228  -0.486
C: 0.43216 -0.27074 2.26583  0.428
C: -0.31874 -1.37719 2.58818  0.206
C: -0.93603 -2.20063 1.56002  1.334
C: -1.68206 -3.34491 1.80430  -1.019
C: -2.20178 -4.05087 0.73596  -0.501
C: -1.95738 -3.59912 -0.55415  -0.865
C: -1.21268 -2.45143 -0.72180  -0.180
N: -0.71521 -1.74930 0.30639  0.220
H: 0.72703 0.01115 5.61168  0.500
H: 1.52853 1.25092 3.48457  0.279
H: -1.84342 -3.67568 2.82120  0.440
H: -2.78462 -4.94633 0.90484  0.461
H: -2.33190 -4.12859 -1.41795  0.471
H: -0.98692 -2.07598 -1.70638  0.315
C: -0.75977 -0.51659 -3.99046  -1.648
C: -0.42564 0.35365 -2.81874  0.676
O: 0.13435 -0.11215 -1.80223  -0.379
N: -0.74637 1.64120 -2.89089  0.006
C: -0.38062 2.58902 -1.84773  -1.203
C: -1.32120 2.56675 -0.66785  1.149
C: -2.32874 3.50635 -0.56696  -0.959
C: -3.20509 3.46433 0.50813  -0.348
C: -3.04287 2.47115 1.45572  -0.949
C: -2.00794 1.56932 1.30282  -0.046
N: -1.15182 1.60742 0.26794  0.522
H: -0.18714 -1.43814 -3.93969  0.356
H: -0.54476 -0.01110 -4.93074  0.500
H: -1.82467 -0.75781 -3.97200  0.360
H: -1.21435 1.97799 -3.71804  0.270
H: -0.36628 3.58208 -2.29058  0.621
H: 0.63718 2.36647 -1.52655  -0.118
H: -2.42411 4.26970 -1.32734  0.487
H: -3.99609 4.19637 0.60068  0.445
H: -3.69620 2.39279 2.31258  0.482
H: -1.83883 0.79168 2.03435  0.339
I: 2.29365 2.56171 0.91516  0.143
C: 3.26807 0.84817 0.23418  0.401
C: 4.64067 0.73490 0.20683  -0.706
C: 5.17417 -0.44801 -0.28951  -0.139
C: 4.32695 -1.44813 -0.74331  -0.816
C: 2.96432 -1.24480 -0.67809  -0.374
N: 2.43955 -0.11085 -0.18914  0.114
H: 5.27208 1.53731 0.55899  0.470
H: 6.24730 -0.58166 -0.32271  0.431
H: 4.71449 -2.37485 -1.14053  0.443
H: 2.25672 -1.98989 -1.01803  0.447

=====

Result of the stability comparison: run ii is the most stable of them.